1.
The molecule C23H34N2O5. Source: OMol25; level of theory: wB97M-V/def2-TZVPD.

## Properties
**HOMO-LUMO gap**: 0.3372 Eh
**Max |F|**: 0.014 hartree/bohr
**Relative energy (zero: lowest compared OMol25 entry of this formula, charge and spin)**: 28.73 kcal/mol

Element x y z (Å)
C  5.34  0.85  -3.94
O  4.85  -0.38  -3.49
C  5.52  -1.48  -4.05
C  4.91  -2.79  -3.54
C  3.55  -3.05  -4.18
O  3.50  -3.65  -5.24
N  2.44  -2.64  -3.54
C  2.34  -1.78  -2.39
C  1.70  -0.44  -2.78
C  0.32  -0.67  -3.42
O  -0.59  -1.26  -2.49
C  -1.16  -0.50  -1.52
C  -1.98  -1.20  -0.63
C  -2.61  -0.55  0.40
C  -2.46  0.82  0.57
C  -3.21  1.56  1.63
O  -4.06  2.39  1.33
N  -2.93  1.25  2.91
C  -1.82  0.44  3.35
C  -2.31  -0.67  4.28
C  -3.00  -0.04  5.48
C  -4.15  0.85  5.00
C  -3.70  1.89  3.97
C  -2.98  3.10  4.57
O  -1.84  2.75  5.32
C  -1.20  3.87  5.88
C  -1.67  1.52  -0.33
C  -1.01  0.87  -1.36
C  0.46  -1.65  -4.59
C  1.14  -2.93  -4.13
H  4.77  1.63  -3.43
H  6.40  0.97  -3.70
H  5.22  0.96  -5.03
H  6.59  -1.44  -3.79
H  5.44  -1.45  -5.15
H  5.56  -3.60  -3.86
H  4.86  -2.77  -2.45
H  3.33  -1.57  -1.98
H  1.72  -2.27  -1.64
H  1.61  0.18  -1.89
H  2.34  0.06  -3.50
H  -0.09  0.28  -3.79
H  -2.10  -2.27  -0.78
H  -3.25  -1.11  1.07
H  -1.30  0.03  2.48
H  -1.12  1.07  3.91
H  -1.47  -1.28  4.60
H  -3.01  -1.31  3.74
H  -2.29  0.57  6.03
H  -3.39  -0.81  6.14
H  -4.61  1.36  5.84
H  -4.91  0.22  4.53
H  -4.59  2.30  3.47
H  -2.70  3.78  3.75
H  -3.69  3.64  5.22
H  -0.86  4.56  5.10
H  -0.34  3.49  6.43
H  -1.87  4.40  6.57
H  -1.56  2.59  -0.22
H  -0.40  1.45  -2.03
H  -0.53  -1.89  -4.98
H  1.04  -1.18  -5.38
H  1.30  -3.61  -4.97
H  0.52  -3.43  -3.37

=====

2.
A cluster of 4 separate species, C23H34N4O3 in total at a distorted geometry. Source: OMol25; level of theory: wB97M-V/def2-TZVPD.

## Properties
**HOMO-LUMO gap**: 0.3122 Eh
**Max |F|**: 0.094 hartree/bohr
**Relative energy (zero: lowest compared OMol25 entry of this formula, charge and spin)**: 190.05 kcal/mol

Element x y z (Å)
C  -3.02  0.65  6.02
C  -1.81  -0.26  6.48
C  -1.40  -1.30  5.36
C  -0.79  -0.48  4.16
C  0.75  -0.82  3.90
C  1.01  -0.58  2.38
C  0.70  0.63  1.86
C  0.96  0.76  0.33
O  1.46  1.74  -0.16
C  0.56  -0.51  -0.49
C  -0.20  -0.41  -1.84
C  0.67  0.13  -3.04
C  0.70  1.69  -3.21
C  -0.66  2.41  -2.95
N  -0.73  3.04  -1.61
C  0.02  4.25  -1.55
C  0.03  4.99  -0.17
O  0.63  4.73  -2.48
C  0.86  -1.72  0.03
C  1.57  -1.68  1.42
O  2.48  -2.39  1.74
H  -3.60  0.93  6.93
H  -2.68  1.58  5.52
H  -3.68  0.11  5.29
H  -0.93  0.43  6.58
H  -1.98  -0.73  7.47
H  -0.74  -2.09  5.76
H  -2.34  -1.81  5.02
H  -0.91  0.61  4.33
H  -1.39  -0.73  3.25
H  0.87  -1.89  4.15
H  1.39  -0.15  4.51
H  0.28  1.45  2.46
H  -0.49  -1.46  -2.10
H  -1.15  0.13  -1.66
H  1.71  -0.27  -2.94
H  0.26  -0.32  -3.98
H  0.96  1.89  -4.28
H  1.52  2.16  -2.63
H  -0.85  3.16  -3.76
H  -1.53  1.70  -3.00
H  -1.70  3.32  -1.41
H  -0.94  4.81  0.36
H  0.84  4.59  0.47
H  0.16  6.09  -0.32
H  0.63  -2.67  -0.46
C  -0.81  -3.74  -5.54
C  -1.34  -2.52  -4.95
N  -1.77  -1.55  -4.49
H  -1.28  -4.63  -5.11
H  -0.97  -3.77  -6.62
H  0.27  -3.83  -5.36
C  5.46  -2.56  5.19
C  4.50  -2.27  4.13
N  3.73  -2.05  3.29
H  5.71  -1.66  5.75
H  5.06  -3.29  5.90
H  6.38  -2.97  4.79
C  -2.30  -0.10  -7.78
C  -1.53  -0.40  -8.98
N  -0.92  -0.65  -9.92
H  -2.50  -0.99  -7.19
H  -1.77  0.60  -7.13
H  -3.26  0.35  -8.03

=====

3.
The molecule C23H34N4O4S at a distorted geometry. Source: OMol25; level of theory: wB97M-V/def2-TZVPD.

## Properties
**HOMO-LUMO gap**: 0.3075 Eh
**Max |F|**: 0.025 hartree/bohr
**Relative energy (zero: lowest compared OMol25 entry of this formula, charge and spin)**: 28.01 kcal/mol

Element x y z (Å)
C  1.34  3.21  4.72
C  2.51  3.38  3.76
N  2.23  2.76  2.48
C  2.94  3.37  1.36
C  2.40  2.78  0.06
N  2.64  1.34  0.05
C  2.38  0.71  -1.22
C  0.92  0.77  -1.71
N  0.72  -0.07  -2.86
C  0.00  0.30  -3.93
O  -0.50  1.40  -4.06
C  -0.12  -0.75  -5.02
S  -0.23  -2.46  -4.44
C  -1.95  -2.47  -3.79
C  -2.14  -1.55  -2.65
N  -1.61  -1.82  -1.42
C  -1.95  -0.81  -0.67
C  -1.57  -0.62  0.71
C  -1.91  0.53  1.42
C  -1.49  0.67  2.72
C  -0.73  -0.30  3.36
O  -0.39  0.01  4.64
C  0.25  -0.91  5.49
C  -0.38  -1.47  2.65
O  0.39  -2.41  3.28
C  0.74  -3.58  2.57
C  -0.81  -1.61  1.34
O  -2.67  0.12  -1.33
C  -2.79  -0.34  -2.60
C  -3.51  0.48  -3.60
C  1.97  0.73  1.18
C  2.49  1.34  2.48
H  1.55  3.70  5.66
H  1.13  2.16  4.91
H  0.45  3.65  4.28
H  2.67  4.45  3.59
H  3.43  2.98  4.22
H  2.76  4.44  1.37
H  4.02  3.19  1.42
H  2.92  3.22  -0.79
H  1.33  3.01  -0.01
H  2.66  -0.35  -1.12
H  3.03  1.16  -1.97
H  0.26  0.46  -0.90
H  0.65  1.79  -2.01
H  0.99  -1.04  -2.79
H  -0.97  -0.52  -5.66
H  0.79  -0.71  -5.63
H  -2.11  -3.50  -3.48
H  -2.61  -2.22  -4.62
H  -2.50  1.30  0.94
H  -1.73  1.55  3.29
H  1.25  -1.16  5.15
H  0.31  -0.41  6.46
H  -0.33  -1.83  5.60
H  1.34  -3.35  1.69
H  -0.15  -4.15  2.28
H  1.33  -4.17  3.27
H  -0.56  -2.48  0.76
H  -2.83  1.22  -4.01
H  -3.89  -0.15  -4.40
H  -4.34  1.00  -3.12
H  2.17  -0.34  1.17
H  0.88  0.89  1.15
H  1.96  0.88  3.32
H  3.57  1.12  2.57

=====

4.
A structure of composition C23H34N5O8PSSc at a distorted geometry. Source: OMol25; level of theory: wB97M-V/def2-TZVPD.

## Properties
**HOMO-LUMO gap**: 0.2764 Eh
**Net charge**: -1
**Max |F|**: 0.029 hartree/bohr

Element x y z (Å)
Sc  -0.31  -0.79  -0.38
S  0.45  -1.73  3.17
C  -0.88  -0.69  2.90
C  -1.73  -0.39  4.00
C  -2.76  0.49  3.87
C  -2.98  1.08  2.62
C  -2.15  0.73  1.59
N  -1.12  -0.13  1.68
H  -1.50  -0.89  4.94
H  -3.40  0.73  4.71
H  -3.78  1.79  2.47
H  -2.33  1.15  0.60
C  4.17  -0.93  -0.54
C  2.71  -1.23  -0.57
N  1.87  -0.82  0.32
O  2.42  -0.08  1.35
C  2.15  -2.01  -1.66
C  2.99  -2.67  -2.70
N  0.84  -2.06  -1.68
O  0.20  -2.73  -2.55
H  4.42  -0.46  0.41
H  4.41  -0.24  -1.35
H  4.76  -1.84  -0.67
H  1.89  -0.44  2.10
H  3.70  -3.39  -2.27
H  3.56  -1.93  -3.27
H  2.33  -3.20  -3.38
C  0.61  -4.62  0.77
C  -0.74  -4.19  0.32
N  -1.11  -2.95  0.08
C  -2.39  -3.01  -0.42
C  -2.81  -4.31  -0.43
N  -1.75  -5.03  0.05
C  -4.06  -4.99  -0.84
O  -5.02  -4.21  -1.26
O  -4.15  -6.20  -0.77
C  -3.06  -1.76  -0.88
O  -4.25  -1.83  -1.26
O  -2.35  -0.72  -0.83
H  0.92  -4.01  1.61
H  1.32  -4.48  -0.04
H  0.59  -5.68  1.05
H  -1.76  -6.04  0.12
H  -4.74  -3.23  -1.23
C  3.28  3.06  0.80
C  2.06  3.40  -0.06
P  0.52  2.50  0.44
C  -0.79  3.44  -0.52
C  -0.46  4.81  -1.11
C  0.28  3.20  2.16
C  0.08  4.70  2.34
H  4.18  3.48  0.35
H  3.40  1.99  0.90
H  3.18  3.48  1.80
H  2.23  3.10  -1.09
H  1.89  4.48  -0.04
H  -1.65  3.53  0.16
H  -1.10  2.77  -1.32
H  -0.20  5.54  -0.35
H  -1.33  5.19  -1.65
H  0.36  4.73  -1.82
H  1.15  2.87  2.72
H  -0.57  2.67  2.58
H  0.92  5.28  1.95
H  -0.03  4.94  3.40
H  -0.83  5.04  1.84
C  -0.61  0.80  -4.24
O  -0.73  0.28  -2.92
C  0.25  0.59  -2.02
O  1.16  1.32  -2.38
H  -1.58  0.64  -4.72
H  0.17  0.27  -4.79
H  -0.36  1.86  -4.21